[1]
The following is a DFT calculation (ωB97M-V/def2-TZVPD) of 16 unconnected molecules or ions with the total composition C18H68N14O16 at a distorted geometry.

Calculated values
Relative energy (zero: lowest compared OMol25 entry of this formula, charge and spin) (kcal/mol): 52.79
Lowest unoccupied orbital energy (eV): -0.283
HOMO level (Eh): -0.3036
HOMO-LUMO gap (eV): 7.98

XYZ file:
```
116
C18H68N14O16 (ωB97M-V/def2-TZVPD)
C 2.471 1.304 3.259
C 3.222 0.091 2.902
O 3.085 -0.275 1.596
H 1.377 1.284 3.017
H 3.008 2.158 2.782
H 2.477 1.396 4.363
H 2.807 -0.732 3.440
H 4.263 0.239 3.081
H 3.624 0.313 1.038
C -1.091 -0.081 0.405
C 0.294 -0.468 -0.052
O 0.956 0.783 0.100
H -1.803 -0.927 0.473
H -1.540 0.574 -0.340
H -1.061 0.462 1.378
H 0.459 -0.800 -1.074
H 0.779 -1.181 0.624
H 1.563 0.703 0.837
C 0.254 3.792 -1.700
O 0.128 4.491 -2.946
N -0.433 2.687 -1.471
N 0.906 4.094 -0.629
H -0.619 2.264 -2.323
H -0.158 1.998 -0.695
H 1.024 5.141 -0.584
H 0.655 3.740 0.299
C -2.651 5.239 -0.577
O -1.895 6.048 -1.395
N -3.540 5.707 0.299
N -2.572 3.954 -0.541
H -3.678 6.763 0.379
H -4.103 5.168 0.974
H -1.785 3.403 -1.062
H -3.042 3.392 0.174
C -0.348 -3.770 -1.022
O -0.887 -3.222 0.130
N -1.047 -4.476 -1.897
N 0.871 -3.665 -1.272
H -2.018 -4.735 -1.644
H -0.633 -4.884 -2.778
H 1.338 -2.852 -0.837
H 1.350 -3.748 -2.174
C 2.666 -0.213 -3.511
O 1.978 -1.099 -4.295
N 1.903 0.659 -2.848
N 3.968 -0.134 -3.489
H 0.889 0.473 -2.901
H 2.186 1.236 -2.007
H 4.586 -0.725 -4.143
H 4.444 0.517 -2.780
C 3.945 -2.724 -0.978
O 2.810 -2.023 -0.560
N 4.514 -2.395 -2.071
N 4.616 -3.638 -0.285
H 4.155 -1.561 -2.522
H 5.468 -2.638 -2.403
H 4.224 -3.930 0.656
H 5.577 -3.912 -0.552
C 4.174 2.048 -0.975
O 4.476 1.551 0.319
N 4.931 1.888 -2.011
N 3.067 2.702 -1.271
H 5.874 1.415 -1.951
H 4.660 2.293 -2.897
H 2.264 3.065 -0.706
H 2.867 3.009 -2.253
C -3.712 -3.269 2.423
O -4.881 -2.991 3.125
N -2.568 -3.566 3.001
N -3.669 -3.278 1.095
H -2.714 -3.769 4.013
H -1.673 -3.799 2.599
H -4.547 -2.960 0.619
H -2.838 -3.369 0.514
C 2.668 -3.428 2.321
O 3.038 -4.703 2.018
H 2.056 -3.016 1.533
H 3.588 -2.786 2.381
H 2.153 -3.385 3.314
H 2.391 -5.079 1.338
C -3.284 -1.973 -2.270
O -2.132 -2.066 -3.028
H -3.921 -1.253 -2.703
H -3.087 -1.542 -1.305
H -3.715 -2.950 -2.131
H -1.721 -2.920 -2.861
C -1.059 0.885 -4.280
O -0.808 0.443 -3.017
H -1.592 0.087 -4.798
H -0.085 1.005 -4.794
H -1.634 1.799 -4.250
H -1.263 -0.357 -2.854
C -3.318 1.880 1.721
O -4.108 2.997 1.386
H -2.223 2.181 1.823
H -3.422 1.103 0.937
H -3.630 1.515 2.692
H -5.011 2.855 1.673
C -0.727 1.133 5.513
O -1.350 1.461 4.298
H -1.129 0.228 5.995
H -0.747 2.003 6.242
H 0.319 0.966 5.483
H -1.700 0.687 3.847
C -4.661 1.730 -2.018
O -4.859 3.110 -1.762
H -4.315 1.221 -1.068
H -3.940 1.318 -2.728
H -5.633 1.313 -2.186
H -4.009 3.539 -1.497
C -0.115 -1.670 3.208
O -1.431 -1.236 3.356
H 0.189 -2.157 4.102
H 0.508 -0.775 3.160
H 0.050 -2.267 2.347
H -1.936 -2.105 3.341
```


[2]
The following is a DFT calculation (ωB97M-V/def2-TZVPD) of 24 unconnected molecules or ions with the total composition C18H79FO30S at a distorted geometry.

Calculated values
Lowest unoccupied orbital energy (eV): -0.600
HOMO level (Eh): -0.3806
HOMO-LUMO gap (eV): 9.76

XYZ file:
```
129
C18H79FO30S (ωB97M-V/def2-TZVPD)
C -4.342 0.701 2.048
O -4.683 -0.725 2.172
C -4.273 -1.501 0.989
C -2.754 -2.134 1.156
C -1.824 -1.418 -0.030
C -1.358 0.112 0.403
C 0.204 0.463 0.054
C 1.020 -0.409 1.176
C 2.577 -0.754 0.796
C 2.725 -2.133 -0.138
F 3.350 0.398 0.249
O 0.311 1.891 0.490
S -0.128 2.771 -0.935
O -1.415 3.534 -0.536
O 0.942 3.902 -1.153
O -0.197 1.528 -2.106
C 0.711 0.495 -1.505
C 0.537 -0.824 -2.463
C -0.826 -0.837 -3.381
C -0.963 -2.389 -3.971
C -2.197 -3.240 -3.299
C -2.290 -4.804 -3.855
C -0.910 -5.545 -3.279
O 0.116 -5.526 -4.334
C 1.458 -5.836 -3.815
C 2.149 -5.196 -2.469
O 2.200 -6.700 -4.555
H -5.214 1.340 2.549
H -3.337 0.897 2.617
H -4.304 1.074 0.915
H -4.320 -0.892 -0.028
H -5.005 -2.410 0.875
H -2.288 -1.977 2.222
H -2.839 -3.282 0.924
H -2.453 -1.460 -1.016
H -0.883 -2.136 -0.177
H -1.502 0.247 1.562
H -2.127 0.839 -0.135
H 0.508 -1.410 1.501
H 1.062 0.269 2.158
H 3.114 -1.038 1.824
H 3.407 -2.931 0.431
H 1.643 -2.635 -0.166
H 3.163 -1.918 -1.204
H 1.765 1.018 -1.703
H 1.449 -0.797 -3.232
H 0.581 -1.855 -1.903
H -1.792 -0.460 -2.838
H -0.695 -0.137 -4.337
H -1.150 -2.380 -5.134
H 0.068 -2.968 -3.819
H -3.269 -2.761 -3.511
H -2.132 -3.332 -2.120
H -3.255 -5.370 -3.454
H -2.212 -4.878 -5.033
H -1.088 -6.677 -2.995
H -0.626 -4.968 -2.299
H 1.946 -5.876 -1.524
H 3.325 -5.105 -2.563
H 1.773 -4.090 -2.226
O -5.128 -1.262 -3.073
H -5.802 -0.632 -2.777
H -5.427 -1.528 -3.955
O -0.739 4.137 2.819
H -0.673 5.087 2.643
H -0.862 3.744 1.942
O -1.843 0.209 -6.067
H -2.466 0.030 -6.788
H -1.617 1.145 -6.181
O 0.887 -6.785 0.305
H 1.343 -7.018 1.127
H -0.047 -6.961 0.498
O 4.034 -9.161 -3.295
H 3.706 -8.337 -3.685
H 4.322 -8.900 -2.407
O 6.157 1.292 1.366
H 5.534 1.113 0.646
H 6.383 2.228 1.253
O -2.143 -7.072 0.480
H -2.781 -6.865 -0.220
H -2.532 -7.835 0.933
O 1.823 3.064 3.929
H 1.149 3.694 4.225
H 1.524 2.798 3.047
O 0.461 6.792 0.477
H 0.156 7.040 -0.409
H 1.290 6.317 0.314
O 5.875 3.647 3.144
H 6.168 2.733 3.281
H 4.914 3.572 3.046
O -2.142 7.240 -1.695
H -1.849 6.326 -1.557
H -3.103 7.165 -1.792
O 4.893 3.348 -0.591
H 4.016 3.172 -0.218
H 4.957 4.315 -0.592
O 5.857 0.506 4.577
H 6.092 0.658 3.649
H 6.310 1.219 5.053
O 3.821 7.212 0.084
H 3.493 8.036 -0.307
H 4.110 7.473 0.971
O -4.231 -1.428 5.300
H -4.536 -1.180 4.414
H -3.402 -1.903 5.138
O -2.392 -7.458 -5.798
H -2.697 -7.416 -6.717
H -1.458 -7.205 -5.849
O 5.726 5.855 5.551
H 5.792 6.806 5.375
H 5.603 5.463 4.674
O 3.350 9.437 1.156
H 2.473 9.261 1.528
H 3.415 10.403 1.154
O -4.493 4.760 0.072
H -3.538 4.681 -0.074
H -4.599 4.589 1.020
O 2.976 -0.191 5.243
H 2.856 -0.988 5.782
H 3.932 -0.154 5.089
O -7.779 4.548 -0.041
H -8.083 4.590 -0.960
H -6.845 4.800 -0.093
O 3.863 8.295 5.370
H 3.226 8.502 4.670
H 3.475 7.532 5.823
O -5.131 -4.369 4.579
H -6.008 -4.545 4.951
H -5.067 -3.403 4.577
```


[3]
The following is a DFT calculation (ωB97M-V/def2-TZVPD) of 15 unconnected molecules or ions with the total composition C18H9Cl56FNO2S at a distorted geometry.

Calculated values
Lowest unoccupied orbital energy (eV): -3.743
HOMO level (Eh): -0.4526
HOMO-LUMO gap (eV): 8.57
Total charge: +1

XYZ file:
```
88
C18H9Cl56FNO2S (ωB97M-V/def2-TZVPD)
O 0.413 -1.201 -2.633
S 0.679 -2.538 -2.163
O 1.492 -3.270 -3.102
F -0.695 -3.203 -1.850
N 1.655 -2.492 -0.691
C 0.994 -2.410 0.638
C 0.975 -0.869 0.937
C 1.904 -0.204 -0.117
C 2.667 -1.397 -0.800
H 2.048 -3.448 -0.693
H 1.593 -2.960 1.373
H -0.052 -2.700 0.706
H -0.040 -0.537 0.682
H 1.227 -0.711 1.991
H 2.736 0.408 0.260
H 1.324 0.375 -0.842
H 3.595 -1.682 -0.246
H 2.899 -1.284 -1.869
C 0.154 -6.789 1.738
Cl -0.236 -8.216 2.693
Cl -0.300 -7.076 0.060
Cl -0.700 -5.365 2.372
Cl 1.895 -6.432 1.809
C -1.148 2.550 -0.382
Cl -0.064 3.930 -0.602
Cl -2.811 3.034 -0.710
Cl -0.692 1.258 -1.503
Cl -1.018 1.970 1.296
C -4.886 5.957 -2.432
Cl -5.219 5.705 -4.148
Cl -5.540 4.586 -1.507
Cl -3.134 6.074 -2.191
Cl -5.653 7.453 -1.883
C 6.925 -0.681 0.667
Cl 7.583 -0.818 2.298
Cl 8.104 -1.264 -0.508
Cl 5.443 -1.671 0.544
Cl 6.523 1.006 0.327
C -1.857 0.724 5.001
Cl -0.429 0.152 4.093
Cl -2.421 2.239 4.280
Cl -3.137 -0.511 4.964
Cl -1.419 1.012 6.687
C -5.154 -4.420 4.204
Cl -3.453 -4.551 3.742
Cl -5.698 -2.741 3.965
Cl -6.116 -5.516 3.206
Cl -5.339 -4.849 5.908
C 2.982 2.063 7.203
Cl 4.702 1.905 6.817
Cl 2.522 3.770 7.169
Cl 2.023 1.173 6.008
Cl 2.673 1.399 8.813
C -4.440 9.644 -5.260
Cl -3.459 9.132 -3.874
Cl -4.422 11.409 -5.370
Cl -3.761 8.954 -6.743
Cl -6.107 9.089 -5.064
C -8.754 2.355 -0.583
Cl -9.491 0.825 -0.067
Cl -9.105 2.617 -2.296
Cl -9.416 3.697 0.357
Cl -7.000 2.280 -0.348
C -7.618 2.337 4.284
Cl -5.888 2.199 3.928
Cl -8.055 4.044 4.437
Cl -8.545 1.606 2.968
Cl -7.975 1.496 5.800
C -3.370 3.130 -6.894
Cl -2.382 2.717 -5.481
Cl -3.409 4.887 -7.088
Cl -2.673 2.388 -8.340
Cl -5.017 2.528 -6.654
C 11.507 -1.502 -2.735
Cl 12.171 -1.636 -1.101
Cl 12.695 -2.077 -3.908
Cl 10.037 -2.486 -2.854
Cl 11.108 0.188 -3.074
C 4.365 -4.117 -5.825
Cl 2.900 -3.210 -6.227
Cl 3.917 -5.670 -5.104
Cl 5.311 -4.395 -7.290
Cl 5.332 -3.186 -4.664
C 6.197 -5.228 2.685
Cl 7.190 -6.676 2.863
Cl 4.554 -5.758 2.249
Cl 6.136 -4.358 4.222
Cl 6.947 -4.156 1.470
```


[4]
The following is a DFT calculation (ωB97M-V/def2-TZVPD) of a molecular structure, C19H10BrClLiN5O6.

Calculated values
Lowest unoccupied orbital energy (eV): 4.154
HOMO level (Eh): -0.0787
HOMO-LUMO gap (eV): 6.30
Total charge: -2

XYZ file:
```
43
C19H10BrClLiN5O6 (ωB97M-V/def2-TZVPD)
Li -1.564 0.700 0.132
Br 3.104 0.996 5.905
C 1.674 0.837 4.649
C 0.348 0.864 5.109
C -0.685 0.753 4.224
C -0.487 0.618 2.800
O -1.468 0.538 2.023
C 0.896 0.586 2.375
C 1.285 0.418 1.003
N 0.478 0.335 0.007
C 0.979 0.085 -1.276
C 2.259 -0.297 -1.605
C 2.634 -0.504 -2.945
C 1.743 -0.353 -3.969
C 0.402 -0.014 -3.676
C -0.598 0.108 -4.666
C -1.880 0.395 -4.299
C -2.171 0.554 -2.927
N -1.268 0.454 -1.990
C 0.016 0.190 -2.332
C 1.936 0.692 3.314
H 0.153 0.968 6.170
H -1.714 0.771 4.564
H 2.368 0.361 0.852
H 2.982 -0.499 -0.830
H 3.653 -0.809 -3.156
H 2.033 -0.519 -5.001
H -0.329 -0.038 -5.707
H -2.674 0.497 -5.027
H -3.179 0.783 -2.596
H 2.959 0.653 2.958
O -3.457 3.591 -1.475
Cl -3.047 3.003 -0.225
O -3.606 3.750 0.863
O -3.498 1.622 -0.170
O -1.608 2.970 -0.138
O -0.864 -2.493 -0.652
N -1.049 -3.268 0.295
C 0.029 -3.613 1.052
C -0.177 -4.557 2.082
N -0.318 -5.340 2.921
C 1.326 -3.098 0.792
N 2.384 -2.689 0.574
```


[5]
The following is a DFT calculation (ωB97M-V/def2-TZVPD) of a molecular structure, C19H10Cl5CrN3O3.

Calculated values
<S²>: 3.7948
Relative energy (zero: lowest compared OMol25 entry of this formula, charge and spin) (kcal/mol): 0.29
Lowest unoccupied orbital energy (alpha / beta) (eV): -4.870 / -4.931
HOMO level (alpha / beta) (Eh): -0.4117 / -0.4114
HOMO-LUMO gap (alpha / beta) (eV): 6.33 / 6.26
Spin multiplicity: 4
Total charge: +1

XYZ file:
```
41
C19H10Cl5CrN3O3 (ωB97M-V/def2-TZVPD)
Cr -0.628 -0.290 0.422
O 2.350 -1.256 -2.641
C 3.388 -0.759 -1.945
C 4.601 -0.665 -2.629
C 5.718 -0.172 -1.996
C 5.666 0.245 -0.661
C 4.480 0.158 0.020
C 3.318 -0.340 -0.603
C 2.091 -0.389 0.166
O 0.973 -0.828 -0.418
N 2.062 -0.019 1.425
N 0.783 -0.186 1.853
C 0.468 -0.402 3.072
C -0.913 -0.851 3.252
C -1.480 -1.149 4.473
C -2.775 -1.655 4.499
C -3.459 -1.840 3.311
C -2.835 -1.508 2.119
N -1.588 -1.036 2.090
H 1.568 -1.294 -2.072
H 4.630 -0.994 -3.658
H 6.650 -0.108 -2.542
H 6.550 0.630 -0.173
H 4.413 0.471 1.052
H 1.197 -0.377 3.873
H -0.917 -0.994 5.383
H -3.241 -1.902 5.443
H -4.466 -2.230 3.294
H -3.329 -1.606 1.161
Cl -3.738 3.948 -4.348
C -3.294 2.747 -3.213
C -2.108 2.879 -2.494
Cl -1.077 4.227 -2.712
C -1.773 1.889 -1.585
Cl -0.318 2.002 -0.625
C -2.566 0.772 -1.364
O -2.191 -0.174 -0.497
C -3.761 0.658 -2.075
Cl -4.750 -0.712 -1.785
C -4.120 1.637 -2.997
Cl -5.578 1.476 -3.873
```


[6]
The following is a DFT calculation (ωB97M-V/def2-TZVPD) of a molecular structure, C19H10N3RhS2 at a distorted geometry.

Calculated values
<S²>: 6.0287
Lowest unoccupied orbital energy (alpha / beta) (eV): -0.425 / -3.000
HOMO level (alpha / beta) (Eh): -0.2699 / -0.3196
HOMO-LUMO gap (alpha / beta) (eV): 6.92 / 5.70
Spin multiplicity: 5

XYZ file:
```
35
C19H10N3RhS2 (ωB97M-V/def2-TZVPD)
Rh 0.231 1.077 -0.904
C 3.920 -0.401 -3.349
C 4.819 -0.608 -2.320
C 4.426 -0.495 -1.015
C 3.115 -0.064 -0.748
N 2.259 0.320 -1.743
C 2.622 0.106 -2.995
C 2.694 0.182 0.627
C 3.437 -0.249 1.774
C 2.905 -0.164 3.050
C 1.650 0.377 3.259
C 0.933 0.774 2.181
C 1.383 0.669 0.869
H 4.218 -0.472 -4.419
H 5.855 -0.768 -2.569
H 5.070 -0.648 -0.178
H 1.983 0.257 -3.817
H 4.417 -0.714 1.652
H 3.548 -0.548 3.819
H 1.240 0.387 4.281
H -0.007 1.198 2.367
S -0.962 -0.851 -0.256
C -2.597 -0.258 -0.068
C -3.505 -1.128 0.548
C -4.811 -0.809 0.529
C -5.793 -1.597 1.225
N -6.621 -2.164 1.785
C -5.234 0.379 -0.159
C -4.309 1.210 -0.725
C -2.919 0.983 -0.655
S -1.854 2.196 -1.220
C -6.660 0.693 -0.273
N -7.776 0.955 -0.354
H -3.068 -1.987 1.043
H -4.609 2.163 -1.241
```


[7]
The following is a DFT calculation (ωB97M-V/def2-TZVPD) of a molecular structure, C19H12ClN3O8V at a distorted geometry.

Calculated values
<S²>: 0.7892
Relative energy (zero: lowest compared OMol25 entry of this formula, charge and spin) (kcal/mol): 17.96
Lowest unoccupied orbital energy (alpha / beta) (eV): -1.650 / -1.115
HOMO level (alpha / beta) (Eh): -0.3069 / -0.3071
HOMO-LUMO gap (alpha / beta) (eV): 6.70 / 7.24
Spin multiplicity: 2

XYZ file:
```
44
C19H12ClN3O8V (ωB97M-V/def2-TZVPD)
V 0.223 0.024 0.039
O -2.049 2.949 1.450
C -1.332 2.224 0.778
N -0.621 1.172 1.204
C -0.777 0.738 2.564
C -0.898 -0.757 2.525
C -1.416 -1.546 3.547
C -1.468 -2.920 3.368
C -0.978 -3.471 2.192
C -0.462 -2.618 1.231
N -0.446 -1.303 1.398
C -1.136 2.404 -0.694
C -1.823 3.368 -1.421
C -1.616 3.442 -2.787
C -0.733 2.543 -3.368
C -0.100 1.601 -2.569
N -0.300 1.532 -1.260
H 0.125 1.008 3.137
H -1.645 1.230 3.022
H -1.775 -1.096 4.460
H -1.883 -3.556 4.134
H -0.996 -4.538 2.025
H -0.059 -2.998 0.297
H -2.497 4.029 -0.902
H -2.132 4.178 -3.386
H -0.532 2.571 -4.427
H 0.597 0.885 -2.983
O 6.406 0.081 0.476
C 5.219 0.057 0.294
C 4.533 0.137 -1.071
O 5.067 0.150 -2.150
C 3.070 0.159 -0.770
C 2.881 -0.001 0.629
O 1.636 -0.026 0.947
C 4.130 -0.027 1.369
O 4.313 -0.083 2.566
O 2.070 0.274 -1.490
Cl -2.894 -3.259 -1.719
C -2.116 -1.917 -2.584
C -1.278 -1.197 -1.529
O -1.850 -0.450 -0.713
O -0.049 -1.401 -1.476
H -2.901 -1.261 -2.965
H -1.510 -2.336 -3.385
```